2 unconnected molecules or ions with the total composition C5H13NO, computed with ωB97M-V with the def2-TZVPD basis set.

CARTESIAN COORDINATES (ANGSTROEM)
C  1.426  1.543  -0.915
N  0.836  0.240  -1.265
C  0.471  -0.915  -0.525
C  -1.311  -1.182  2.903
C  -0.772  -1.592  1.565
C  -0.520  -0.687  0.588
H  0.919  1.942  -0.044
H  2.466  1.391  -0.625
H  1.360  2.215  -1.770
H  1.389  -0.178  -2.028
H  1.293  -1.389  0.085
H  0.004  -1.710  -1.144
H  -1.958  -1.850  3.437
H  -0.411  -0.921  3.469
H  -1.821  -0.257  2.694
H  -0.426  -2.604  1.462
H  -0.414  0.354  0.862
H  -0.729  1.117  -2.662
H  -0.630  2.637  -2.995
O  -1.171  1.848  -3.090

Output
maximum force = 0.060 hartree/bohr
energy relative to the best compared isomer or geometry (same formula, charge and spin) = 273.15 kJ/mol
⟨S²⟩ = 0.76
multiplicity = 2
E_tot = -327.91126 hartree
total charge = +1
M = 103.16 g/mol

So, what does the Mulliken scheme give us? The charges, in e, come out as:
1 C -0.792
2 N -0.133
3 C -0.290
4 C -1.182
5 C -0.043
6 C -0.279
7 H 0.354
8 H 0.361
9 H 0.263
10 H 0.271
11 H 0.407
12 H 0.360
13 H 0.390
14 H 0.309
15 H 0.343
16 H 0.417
17 H 0.224
18 H 0.336
19 H 0.316
20 O -0.634

---

A single C6H15N molecule, computed with ωB97M-V with the def2-TZVPD basis set.

CARTESIAN COORDINATES (ANGSTROEM)
C  -0.067  -1.995  -0.675
C  -0.872  -0.886  0.043
C  -2.395  -0.894  -0.381
C  -0.305  0.525  -0.268
C  1.176  0.827  0.029
C  1.478  0.873  1.595
N  1.427  2.085  -0.636
H  -0.601  -2.805  -0.860
H  0.844  -2.395  -0.276
H  0.366  -1.664  -1.734
H  -0.554  -1.200  1.099
H  -2.304  -0.595  -1.437
H  -2.891  -0.135  0.243
H  -3.042  -1.687  -0.064
H  -0.802  1.109  0.470
H  -0.672  0.847  -1.321
H  1.725  0.029  -0.466
H  1.392  -0.138  1.866
H  0.865  1.503  2.178
H  2.463  1.304  1.778
H  0.583  2.649  -0.922
H  2.184  2.641  -0.262

Output
maximum force = 0.110 hartree/bohr
energy relative to the best compared isomer or geometry (same formula, charge and spin) = 184.95 kJ/mol
multiplicity = 1
E_tot = -292.29858 hartree
SMILES = CC(C)C[C@H](C)N
M = 101.19 g/mol

So, what does the Mulliken scheme give us? The charges, in e, come out as:
1 C -1.670
2 C 0.897
3 C -1.324
4 C -1.352
5 C 0.580
6 C -1.456
7 N -0.560
8 H 0.543
9 H 0.403
10 H 0.244
11 H 0.181
12 H 0.348
13 H 0.314
14 H 0.415
15 H 0.360
16 H 0.341
17 H 0.176
18 H 0.413
19 H 0.362
20 H 0.382
21 H 0.202
22 H 0.201

---

A single C5H6Si molecule, computed with ωB97M-V with the def2-TZVPD basis set.

CARTESIAN COORDINATES (ANGSTROEM)
C  -0.549  0.379  -1.925
C  -1.373  1.258  -1.421
C  -0.097  0.831  -0.632
Si  -0.191  -0.191  0.998
C  1.341  -0.655  1.950
C  0.822  -1.702  1.270
H  -0.496  -0.220  -2.737
H  -1.862  2.149  -1.581
H  0.786  1.768  -0.801
H  -1.585  -0.550  1.322
H  2.213  -0.368  2.388
H  0.991  -2.699  1.168

Output
maximum force = 0.090 hartree/bohr
energy relative to the best compared isomer or geometry (same formula, charge and spin) = 394.58 kJ/mol
multiplicity = 1
E_tot = -483.37711 hartree
SMILES = C1=CC1[SiH]1C=C1
M = 94.19 g/mol

So, what does the Mulliken scheme give us? The charges, in e, come out as:
1 C -0.369
2 C -0.500
3 C -0.120
4 Si 0.286
5 C -0.621
6 C -0.365
7 H 0.401
8 H 0.341
9 H 0.208
10 H -0.123
11 H 0.416
12 H 0.448

---

2 unconnected molecules or ions with the total composition C4H5F3N2O2, computed with ωB97M-V with the def2-TZVPD basis set.

CARTESIAN COORDINATES (ANGSTROEM)
C  -0.575  -1.487  1.463
C  0.760  -0.910  1.230
N  0.797  0.335  0.853
O  -0.212  0.839  0.290
O  1.993  1.051  0.842
H  -1.248  -1.230  0.598
H  -0.984  -1.059  2.525
H  -0.597  -2.481  1.647
H  1.686  -1.226  1.712
H  1.729  1.888  0.407
N  0.325  -1.090  -1.201
C  -0.264  -0.150  -1.455
C  -0.740  1.058  -2.065
F  -2.007  1.402  -1.632
F  -0.802  1.020  -3.401
F  0.141  2.041  -1.813

Output
maximum force = 0.081 hartree/bohr
energy relative to the best compared isomer or geometry (same formula, charge and spin) = 252.78 kJ/mol
multiplicity = 1
E_tot = -714.83022 hartree
SMILES = C/C=[N+](\[O-])O.N#CC(F)(F)F
M = 170.09 g/mol

So, what does the Mulliken scheme give us? The charges, in e, come out as:
1 C -0.935
2 C -0.180
3 N 0.688
4 O -0.650
5 O -0.474
6 H 0.219
7 H 0.236
8 H 0.418
9 H 0.421
10 H 0.385
11 N -0.449
12 C 0.149
13 C 0.878
14 F -0.246
15 F -0.248
16 F -0.211

---

A molecular structure, C38H31N2O2PdS, computed with ωB97M-V with the def2-TZVPD basis set.

CARTESIAN COORDINATES (ANGSTROEM)
Pd  0.180  -0.223  -0.008
O  -0.111  0.036  1.953
C  -1.311  -0.341  2.497
C  -2.455  0.389  1.744
C  -2.805  -0.217  0.416
C  -4.138  -0.332  0.046
C  -4.463  -0.889  -1.175
C  -3.447  -1.317  -2.002
C  -2.127  -1.171  -1.595
C  -1.002  -1.557  -2.498
C  -0.191  -0.293  -2.948
O  0.664  0.062  -1.940
C  0.684  -0.682  -4.153
C  0.726  0.008  -5.357
C  1.611  -0.368  -6.365
C  2.472  -1.435  -6.177
C  2.457  -2.114  -4.962
C  1.582  -1.735  -3.960
C  -1.191  0.817  -3.301
C  -1.188  1.997  -2.572
C  -2.106  3.004  -2.848
C  -3.036  2.847  -3.863
C  -3.051  1.666  -4.597
C  -2.139  0.663  -4.313
N  -1.820  -0.633  -0.400
C  -1.339  0.110  3.971
C  -0.214  0.717  4.514
C  -0.206  1.133  5.840
C  -1.322  0.952  6.642
C  -2.450  0.342  6.108
C  -2.453  -0.076  4.786
C  -1.505  -1.867  2.475
C  -2.758  -2.477  2.489
C  -2.878  -3.860  2.485
C  -1.740  -4.654  2.466
C  -0.489  -4.055  2.454
C  -0.374  -2.673  2.462
H  -2.083  1.404  1.578
H  -3.364  0.472  2.342
H  -4.900  0.006  0.735
H  -5.499  -1.000  -1.472
H  -3.648  -1.751  -2.971
H  -1.386  -2.128  -3.345
H  -0.287  -2.172  -1.943
H  0.075  0.856  -5.521
H  1.628  0.188  -7.295
H  3.163  -1.727  -6.959
H  3.147  -2.930  -4.787
H  1.622  -2.224  -2.993
H  -0.450  2.097  -1.785
H  -2.089  3.918  -2.266
H  -3.744  3.637  -4.085
H  -3.775  1.529  -5.392
H  -2.162  -0.258  -4.887
H  0.647  0.851  3.873
H  0.683  1.601  6.248
H  -1.315  1.278  7.675
H  -3.328  0.185  6.723
H  -3.334  -0.570  4.394
H  -3.659  -1.875  2.488
H  -3.862  -4.315  2.486
H  -1.829  -5.734  2.447
H  0.409  -4.659  2.413
H  0.597  -2.200  2.422
S  2.079  -2.604  -0.197
C  2.828  -1.177  0.350
C  4.166  -1.139  0.825
C  4.691  0.000  1.373
C  3.910  1.161  1.458
C  2.635  1.094  0.955
N  2.124  -0.010  0.403
H  4.740  -2.053  0.765
H  5.709  0.000  1.747
H  4.283  2.080  1.889
H  1.973  1.951  0.965

Output
maximum force = 0.015 hartree/bohr
energy relative to the best compared isomer or geometry (same formula, charge and spin) = 0.00 kJ/mol
multiplicity = 1
E_tot = -2252.83314 hartree
total charge = -1
M = 686.17 g/mol

So, what does the Mulliken scheme give us? The charges, in e, come out as:
1 Pd 0.814
2 O -0.917
3 C 1.914
4 C -1.842
5 C 0.464
6 C -0.685
7 C -0.958
8 C -0.620
9 C 0.437
10 C -1.879
11 C 2.702
12 O -1.101
13 C 0.114
14 C -0.264
15 C -0.903
16 C -0.436
17 C -0.908
18 C -0.229
19 C -0.019
20 C -0.515
21 C -0.795
22 C -0.463
23 C -1.020
24 C -0.133
25 N 1.096
26 C -0.424
27 C -0.323
28 C -0.822
29 C -0.427
30 C -1.162
31 C 0.023
32 C 0.674
33 C -0.014
34 C -1.057
35 C -0.460
36 C -0.930
37 C -0.422
38 H 0.516
39 H 0.322
40 H 0.498
41 H 0.419
42 H 0.475
43 H 0.366
44 H 0.370
45 H 0.386
46 H 0.385
47 H 0.368
48 H 0.415
49 H 0.034
50 H 0.518
51 H 0.408
52 H 0.392
53 H 0.394
54 H 0.514
55 H 0.411
56 H 0.411
57 H 0.368
58 H 0.392
59 H 0.248
60 H 0.335
61 H 0.386
62 H 0.387
63 H 0.414
64 H 0.604
65 S -0.407
66 C 0.312
67 C -0.930
68 C -0.050
69 C -0.890
70 C -0.344
71 N 0.472
72 H 0.403
73 H 0.337
74 H 0.404
75 H 0.450

---

A single C3H5NO2 molecule, computed with ωB97M-V with the def2-TZVPD basis set.

CARTESIAN COORDINATES (ANGSTROEM)
C  0.795  -0.830  1.068
C  -1.101  0.603  0.289
C  0.126  -0.085  -0.089
N  1.422  -1.376  1.858
O  -0.176  -1.035  -1.038
O  0.992  0.879  -0.527
H  -1.737  0.184  1.117
H  -1.842  0.689  -0.609
H  -0.897  1.639  0.561
H  0.562  -1.068  -1.774
H  1.854  0.400  -0.856

Output
maximum force = 0.099 hartree/bohr
energy relative to the best compared isomer or geometry (same formula, charge and spin) = 340.66 kJ/mol
⟨S²⟩ = 2.01
multiplicity = 3
E_tot = -322.25388 hartree
M = 87.08 g/mol

So, what does the Mulliken scheme give us? The charges, in e, come out as:
1 C -0.162
2 C -1.327
3 C -0.033
4 N -0.271
5 O 0.570
6 O -0.166
7 H 0.357
8 H 0.284
9 H 0.390
10 H 0.101
11 H 0.257

---

A molecular structure, C31H27IN7O3Pd, computed with ωB97M-V with the def2-TZVPD basis set.

CARTESIAN COORDINATES (ANGSTROEM)
Pd  0.238  0.590  -0.086
C  4.669  -0.976  -0.428
C  4.495  0.259  0.410
N  5.467  0.642  1.202
C  5.322  1.774  1.945
C  4.224  2.578  1.884
C  4.168  3.850  2.692
O  2.943  4.006  3.413
C  3.158  2.175  1.043
C  2.007  3.011  0.871
N  0.907  2.646  0.307
C  -0.116  3.620  0.127
C  0.104  4.817  -0.541
C  -0.936  5.722  -0.722
C  -2.207  5.441  -0.243
C  -2.444  4.247  0.430
C  -1.396  3.365  0.596
I  -1.676  1.578  1.649
C  3.262  0.986  0.318
O  2.329  0.524  -0.468
H  5.726  -1.230  -0.480
H  4.271  -0.823  -1.432
H  4.130  -1.825  0.006
H  6.151  2.023  2.601
H  4.245  4.724  2.043
H  5.027  3.879  3.362
H  2.949  3.396  4.157
H  2.063  4.037  1.231
H  1.096  5.020  -0.931
H  -0.749  6.649  -1.248
H  -3.019  6.142  -0.390
H  -3.428  4.022  0.823
N  0.909  -4.196  -3.356
C  0.976  -4.736  -2.103
O  0.798  -5.913  -1.875
C  1.159  -3.765  -0.970
C  1.699  -4.222  0.222
C  1.822  -3.344  1.283
C  1.359  -2.051  1.131
N  0.800  -1.618  -0.003
C  0.722  -2.455  -1.037
H  0.848  -4.859  -4.113
H  1.351  -3.315  -3.557
H  2.015  -5.256  0.297
H  2.262  -3.655  2.222
H  1.427  -1.339  1.939
H  0.273  -2.063  -1.944
C  -2.096  -0.640  -3.519
C  -1.429  0.126  -2.583
N  -1.438  -0.191  -1.281
C  -2.113  -1.262  -0.877
C  -2.816  -2.086  -1.738
C  -2.784  -1.766  -3.091
C  -3.485  -3.302  -1.219
C  -4.198  -3.397  -0.102
C  -4.587  -2.294  0.814
C  -4.870  -1.001  0.393
C  -5.182  -0.074  1.369
N  -5.232  -0.382  2.665
C  -4.989  -1.660  2.956
N  -4.669  -2.634  2.103
H  -2.071  -0.358  -4.563
H  -0.872  1.008  -2.868
H  -2.092  -1.474  0.185
H  -3.308  -2.394  -3.804
H  -3.309  -4.207  -1.795
H  -4.523  -4.380  0.220
H  -4.876  -0.732  -0.656
H  -5.401  0.957  1.107
H  -5.061  -1.940  4.002

Output
maximum force = 0.016 hartree/bohr
energy relative to the best compared isomer or geometry (same formula, charge and spin) = 90.60 kJ/mol
⟨S²⟩ = 2.01
multiplicity = 3
E_tot = -2231.87025 hartree
total charge = +1
M = 778.93 g/mol

So, what does the Mulliken scheme give us? The charges, in e, come out as:
1 Pd 0.565
2 C -0.991
3 C 0.955
4 N -0.667
5 C -0.929
6 C 0.655
7 C -1.046
8 O -0.504
9 C 0.065
10 C -0.078
11 N -0.022
12 C -0.074
13 C 0.119
14 C -0.786
15 C -0.553
16 C -0.621
17 C 0.222
18 I 0.125
19 C 0.490
20 O -1.141
21 H 0.409
22 H 0.296
23 H 0.075
24 H 0.357
25 H 0.317
26 H 0.419
27 H 0.325
28 H 0.603
29 H 0.562
30 H 0.398
31 H 0.402
32 H 0.440
33 N -0.320
34 C 0.113
35 O -0.598
36 C 0.744
37 C -0.290
38 C -0.901
39 C -0.809
40 N 0.886
41 C -0.729
42 H 0.254
43 H 0.214
44 H 0.510
45 H 0.460
46 H 0.438
47 H 0.459
48 C -0.980
49 C -0.538
50 N 0.254
51 C -0.176
52 C 0.280
53 C -0.179
54 C -0.909
55 C -0.403
56 C 0.482
57 C -0.133
58 C -0.396
59 N -0.556
60 C -0.178
61 N -0.574
62 H 0.462
63 H 0.484
64 H 0.480
65 H 0.572
66 H 0.459
67 H 0.427
68 H 0.391
69 H 0.477
70 H 0.437

---

A molecular structure, C11H13NO, computed with ωB97M-V with the def2-TZVPD basis set.

CARTESIAN COORDINATES (ANGSTROEM)
C  -0.265  -1.703  -3.180
C  0.071  -2.239  -1.926
C  -0.598  -0.311  -3.242
C  -0.059  -1.516  -0.750
C  -0.567  0.522  -2.164
C  -0.379  -0.081  -0.877
C  1.449  0.588  1.098
C  1.166  0.322  2.497
C  -0.241  0.707  2.903
C  -1.111  0.371  1.628
C  -0.394  0.806  0.380
N  2.503  0.833  0.497
O  -0.555  2.130  -0.019
H  -0.223  -2.285  -4.137
H  0.448  -3.256  -1.831
H  -0.795  0.084  -4.251
H  0.048  -2.144  0.163
H  -0.645  1.616  -2.447
H  1.232  -0.777  2.438
H  1.912  0.742  3.142
H  -0.666  0.224  3.809
H  -0.312  1.749  2.992
H  -1.454  -0.725  1.597
H  -2.148  0.922  1.580
H  2.469  0.679  -0.506
H  -0.884  2.743  0.607

Output
maximum force = 0.088 hartree/bohr
energy relative to the best compared isomer or geometry (same formula, charge and spin) = 250.58 kJ/mol
multiplicity = 1
E_tot = -556.85680 hartree
M = 175.23 g/mol

So, what does the Mulliken scheme give us? The charges, in e, come out as:
1 C -0.531
2 C -0.518
3 C -0.301
4 C -0.425
5 C -0.599
6 C 0.455
7 C 0.248
8 C -0.473
9 C -0.609
10 C -0.957
11 C 0.908
12 N -0.740
13 O -0.520
14 H 0.311
15 H 0.348
16 H 0.336
17 H 0.223
18 H 0.275
19 H 0.177
20 H 0.466
21 H 0.350
22 H 0.315
23 H 0.314
24 H 0.340
25 H 0.281
26 H 0.327